Entry 1:
The following is a quantum chemistry calculation of 2 unconnected molecules or ions with the total composition C2H3P in a non-equilibrium geometry, from the OMol25 dataset.

Positions of all 6 atoms, in Å:
1 C 1.49361 -1.14072 -0.01256
2 C 0.31663 -0.90912 -0.10931
3 P -1.36514 -0.74412 -0.06137
4 H 2.40187 -1.70050 0.06463
5 H -1.05427 1.45063 -1.69097
6 H -1.58266 -0.58202 1.30362

Values from the calculation:
Gap between HOMO and LUMO (spin up / spin down), eV: 8.16 / 8.21
Lowest unoccupied orbital energy (spin up / spin down), Eh: -0.055 / -0.014
Total charge: 0
DFT total energy, Ha: -419.13472

=====

Entry 2:
The following is a quantum chemistry calculation of a single C4H6FN3 molecule in a non-equilibrium geometry, from the OMol25 dataset.

Positions of all 14 atoms, in Å:
1 C 1.76611 1.02862 0.46422
2 C 2.32503 -0.23293 0.51339
3 C 0.09975 -0.85224 -0.25893
4 C -1.79232 0.89367 0.08429
5 N 0.53132 1.34576 0.40497
6 N -0.38205 0.37011 -0.05952
7 N -0.51823 -1.96764 -0.51314
8 F 3.22409 -0.72678 -0.22887
9 H 2.32938 1.86864 0.77577
10 H -1.65817 1.73906 0.77927
11 H -1.92365 1.14710 -0.97770
12 H -2.60141 0.12447 0.33844
13 H -1.44445 -2.09737 -0.27808
14 H 0.04459 -2.64047 -1.04412

Values from the calculation:
Gap between HOMO and LUMO, eV: 8.16
Lowest unoccupied orbital energy, Eh: 0.027
Total charge: 0
DFT total energy, Ha: -419.92499

=====

Entry 3:
The following is a quantum chemistry calculation of a single C5H10O molecule in a non-equilibrium geometry, from the OMol25 dataset.

Positions of all 16 atoms, in Å:
1 C 1.12792 -1.02506 -1.42776
2 C -0.20470 -1.28471 -0.68839
3 C -0.62241 0.79492 0.37012
4 C -0.23199 0.28985 1.71933
5 C -0.64617 2.08899 0.08728
6 H 0.85172 -0.65879 -2.40040
7 H 1.75611 -1.94261 -1.41004
8 H 1.64726 -0.20185 -0.91604
9 H -0.80920 -1.99915 -1.25942
10 H -0.06337 -1.74605 0.32157
11 H -1.01769 -0.32437 2.15249
12 H 0.66933 -0.36746 1.71085
13 H -0.05594 1.15485 2.36218
14 H -0.94152 2.49177 -0.86233
15 H -0.44221 2.82125 0.86095
16 O -1.01715 -0.09157 -0.62040

Values from the calculation:
Gap between HOMO and LUMO, eV: 9.83
Lowest unoccupied orbital energy, Eh: 0.038
Total charge: 0
DFT total energy, Ha: -271.70971
SMILES: C=C(C)OCC

=====

Entry 4:
The following is a quantum chemistry calculation of a single C18H22N2O4S2 molecule in a non-equilibrium geometry, from the OMol25 dataset.

Positions of all 48 atoms, in Å:
1 C -2.08699 2.77181 2.08653
2 H -2.20141 2.83000 3.16401
3 H -2.80909 2.07655 1.67041
4 H -2.20521 3.75628 1.64446
5 S -0.38742 2.18931 1.78873
6 C -0.32627 2.28452 0.00827
7 C 0.71704 3.01279 -0.54385
8 C 0.80923 3.17538 -1.91454
9 C -0.17089 2.64742 -2.73897
10 C -1.20981 1.91656 -2.19127
11 C -1.28362 1.69178 -0.81892
12 C -2.32651 0.72394 -0.35862
13 O -3.49781 0.82666 -0.62657
14 C -1.72423 -0.45531 0.37898
15 H -1.16642 -0.06226 1.23586
16 C -0.70257 -1.15977 -0.52161
17 N 0.00557 -2.10741 0.29711
18 S 1.50887 -2.50339 -0.30922
19 O 1.44735 -2.83165 -1.70810
20 O 2.10481 -3.44564 0.58711
21 C 2.29394 -0.92925 -0.14203
22 C 2.75495 -0.07707 -1.11138
23 O 3.24434 1.01822 -0.51714
24 N 3.11037 0.90539 0.83230
25 C 2.54554 -0.24277 1.08143
26 C 2.21112 -0.72427 2.43757
27 H 1.17407 -0.47835 2.66101
28 H 2.32836 -1.80446 2.47351
29 H 2.84713 -0.23949 3.17203
30 C 2.77338 -0.18042 -2.58609
31 H 2.17398 0.61904 -3.02095
32 H 3.79204 -0.07721 -2.95538
33 H 2.37024 -1.14766 -2.87381
34 C -0.84813 -3.17603 0.77121
35 C -1.96438 -2.58347 1.63367
36 C -2.72555 -1.49543 0.87331
37 H -3.25397 -1.92610 0.02053
38 H -3.46726 -1.02809 1.52300
39 H -2.64465 -3.38043 1.93490
40 H -1.52233 -2.15077 2.53276
41 H -0.21770 -3.85500 1.34606
42 H -1.28120 -3.72752 -0.07670
43 H 0.02631 -0.45692 -0.92831
44 H -1.20996 -1.65542 -1.36254
45 H -1.97079 1.48419 -2.82372
46 H -0.12637 2.79917 -3.80685
47 H 1.63500 3.73091 -2.33195
48 H 1.45692 3.44167 0.11377

Values from the calculation:
Gap between HOMO and LUMO, eV: 9.07
Lowest unoccupied orbital energy, Eh: 0.009
Total charge: 0
DFT total energy, Ha: -1905.91465
SMILES: CSc1ccccc1C(=O)[C@H]1CCCN(S(=O)(=O)c2c(C)noc2C)C1

=====

Entry 5:
The following is a quantum chemistry calculation of a single C13H17FN2O3S molecule, from the OMol25 dataset.

Positions of all 37 atoms, in Å:
1 C -1.74843 -2.03273 1.51040
2 H -0.90233 -2.71257 1.51401
3 H -1.40501 -1.00314 1.54311
4 H -2.39823 -2.24399 2.35443
5 S -2.66206 -2.33579 -0.03089
6 C -3.93640 -1.02200 0.07836
7 H -3.95944 -0.68428 1.11106
8 C -3.72807 0.15332 -0.87165
9 C -2.47457 0.99687 -0.62806
10 N -1.27591 0.22600 -0.92387
11 C -0.10156 0.80649 -1.26420
12 O 0.09918 2.01284 -1.10848
13 N 0.82432 -0.02624 -1.80075
14 H 0.66058 -1.02060 -1.76012
15 C 2.20637 0.39857 -1.91701
16 C 2.95634 0.20104 -0.62258
17 C 3.43652 1.26845 0.12258
18 C 4.09274 1.05740 1.32351
19 C 4.27607 -0.22810 1.80373
20 C 3.79777 -1.31062 1.08527
21 C 3.14623 -1.07619 -0.10893
22 F 2.66358 -2.13534 -0.80729
23 H 3.92072 -2.32315 1.43596
24 H 4.78702 -0.39236 2.73976
25 H 4.45854 1.90082 1.88828
26 H 3.28455 2.27167 -0.24460
27 H 2.19960 1.45711 -2.18229
28 H 2.67111 -0.17950 -2.72014
29 H -1.41912 -0.77203 -1.03900
30 H -2.49749 1.86302 -1.31008
31 C -2.41302 1.60209 0.79767
32 O -3.26004 1.40743 1.62840
33 O -1.36461 2.36666 1.01559
34 H -0.75658 2.41860 0.21484
35 H -4.59365 0.81000 -0.76193
36 H -3.70361 -0.21092 -1.90172
37 H -4.88109 -1.50881 -0.16337

Values from the calculation:
Gap between HOMO and LUMO, eV: 9.52
Lowest unoccupied orbital energy, Eh: 0.021
Total charge: 0
DFT total energy, Ha: -1338.92742
SMILES: CSCC[C@H](NC(=O)NCc1ccccc1F)C(=O)O

=====

> What is the formula in the third record?

C5H10O

=====

> What is the total charge in the first record?

0